Formula: C16H12N3O4SnTe
Source: the OMol25 dataset
Level of theory: wB97M-V/def2-TZVPD

Geometry as ORCA input:
```
! wB97M-V def2-TZVPD RIJCOSX def2/J DEFGRID3
* xyz -1 1
Sn 1.420 0.849 0.097
O 8.144 3.285 0.084
C 7.843 2.119 0.070
O 8.531 1.094 0.086
C 6.251 1.834 -0.005
C 5.877 0.472 -0.059
C 4.554 0.099 -0.097
N 3.661 1.074 -0.078
C 3.949 2.400 -0.061
C 5.278 2.827 -0.046
C 2.807 3.409 -0.099
O 2.990 4.600 -0.156
O 1.520 2.855 -0.147
H 6.700 -0.216 0.014
H 4.065 -0.880 -0.069
H 5.439 3.891 -0.057
Te -3.855 0.007 -0.050
C -5.921 0.318 -0.055
C -6.732 -0.831 -0.181
C -8.111 -0.769 -0.022
C -8.720 0.444 0.087
C -7.932 1.621 0.157
C -6.554 1.566 0.127
H -6.342 -1.856 -0.280
H -8.655 -1.714 0.055
H -9.814 0.547 0.203
H -8.435 2.575 0.245
H -5.999 2.488 0.231
N 1.112 -4.709 -0.258
C 0.081 -4.115 0.450
C 0.352 -2.776 0.471
N 1.544 -2.519 -0.157
C 1.964 -3.714 -0.619
H 1.129 -5.683 -0.436
H -0.793 -4.664 0.789
H -0.206 -1.969 0.980
H 2.858 -3.960 -1.215
*
```

## Properties
Orbital gap (spin up / spin down)   2.91 / 2.91 eV
LUMO (spin up / spin down)   -0.012 / -0.012 Ha
E   -42572.2221 eV
Relative energy (zero: lowest compared OMol25 entry of this formula, charge and spin)   272.4 kJ/mol